[1]
Formula: C20H58N2O14
Source: the Open Molecules 2025 dataset
Level of theory: the ωB97M-V functional and the def2-TZVPD basis

Output
E_HOMO: -8.9 eV
E: -1959.51222 Eh
SMILES: COCCNCCOC.COCCNCCOC.OCCO.OCCO.OCCO.OCCO.O.O
Energy relative to the best compared isomer or geometry (same formula, charge and spin): 1.118 eV
E_LUMO: 0.461 eV

Each atom is followed by the atoms it is bonded to, with distances in Å.
Positions of all 94 atoms, in Å:
1 O 2.61798 -3.52504 4.38002  C19 1.405, C24 1.430
2 O -0.99782 -2.63509 -2.04970  H62 0.963, H75 0.975
3 O -1.19605 4.87157 0.75558  C31 1.417, H67 0.960
4 O -5.34223 -2.54381 0.21793  C27 1.415, H92 0.958
5 O 1.37313 1.98947 3.92482  C28 1.403, H50 0.960
6 O -1.46768 0.19313 4.56331  C18 1.411, C21 1.412
7 O -4.77301 -0.10992 -1.30802  C33 1.423, H59 0.965
8 O -0.89944 2.27329 -0.49876  C20 1.426, H78 0.988
9 O 3.11046 -2.16923 -5.12599  C22 1.408, C23 1.410
10 O -2.66547 -2.15029 -6.32534  C30 1.405, H81 0.965
11 O -0.44362 -0.44572 -0.32100  H53 0.972, H76 0.979
12 O 1.82733 0.40943 1.34604  C25 1.448, H41 0.990
13 O -1.95985 -0.23861 -3.22054  C34 1.436, H63 0.964
14 O 1.26766 3.70877 -1.35513  C26 1.432, C35 1.446
15 N 3.00932 0.94323 -3.12623  C29 1.470, C36 1.472, H77 1.018
16 N 0.69847 -1.39613 3.24076  C17 1.486, C32 1.465, H58 1.018
17 C -0.72157 -1.32557 2.80931  N16 1.486, C18 1.509, H51 1.091, H80 1.095
18 C -1.72287 -1.02496 3.89801  O6 1.411, C17 1.509, H60 1.097, H86 1.096
19 C 3.96047 -3.91899 4.51339  O1 1.405, H46 1.099, H47 1.090, H82 1.094
20 C -1.89787 3.21426 -0.88673  O8 1.426, C31 1.525, H45 1.095, H91 1.092
21 C -2.47654 0.53876 5.48834  O6 1.412, H54 1.092, H88 1.091, H89 1.095
22 C 3.44660 -3.23399 -4.26830  O9 1.408, H39 1.093, H44 1.090, H56 1.099
23 C 3.55086 -0.92990 -4.61863  O9 1.410, C29 1.544, H42 1.090, H93 1.097
24 C 2.35927 -2.22275 4.90998  O1 1.430, C32 1.524, H49 1.095, H55 1.092
25 C 2.26170 1.75113 1.67627  O12 1.448, C28 1.526, H52 1.098, H94 1.091
26 C 2.39226 2.95396 -1.81987  O14 1.432, C36 1.512, H65 1.094, H72 1.096
27 C -4.04283 -2.21224 -0.23367  O4 1.415, C33 1.514, H66 1.091, H73 1.095
28 C 1.30378 2.48215 2.61274  O5 1.403, C25 1.526, H38 1.097, H79 1.095
29 C 2.47202 -0.29097 -3.71693  N15 1.470, C23 1.544, H48 1.090, H71 1.094
30 C -2.03723 -1.95363 -5.08381  O10 1.405, C34 1.545, H43 1.096, H83 1.094
31 C -2.29254 4.10831 0.28397  O3 1.417, C20 1.525, H68 1.100, H74 1.094
32 C 0.89451 -1.96903 4.57495  N16 1.465, C24 1.524, H37 1.093, H70 1.096
33 C -3.88500 -0.71269 -0.37344  O7 1.423, C27 1.514, H84 1.089, H90 1.099
34 C -2.69226 -0.77256 -4.33402  O13 1.436, C30 1.545, H40 1.100, H69 1.091
35 C 1.61938 5.05671 -0.96737  O14 1.446, H57 1.091, H61 1.084, H87 1.092
36 C 1.93420 1.63196 -2.39416  N15 1.472, C26 1.512, H64 1.098, H85 1.089
37 H 0.32135 -2.88664 4.73234  C32 1.093
38 H 1.61620 3.53391 2.60468  C28 1.097
39 H 3.34952 -3.08157 -3.18993  C22 1.093
40 H -3.63324 -1.22186 -3.98304  C34 1.100
41 H 1.75484 -0.06131 2.21444  O12 0.990
42 H 3.71669 -0.24773 -5.45279  C23 1.090
43 H -1.93107 -2.84881 -4.45961  C30 1.096
44 H 2.88275 -4.13563 -4.50838  C22 1.090
45 H -1.49511 3.77949 -1.73337  C20 1.095
46 H 4.37146 -3.96556 5.53112  C19 1.099
47 H 4.10383 -4.95555 4.20672  C19 1.090
48 H 1.70437 0.02970 -4.42155  C29 1.090
49 H 3.03178 -1.54562 4.37278  C24 1.095
50 H 0.80048 1.22296 4.00568  O5 0.960
51 H -0.74512 -0.56851 2.02454  C17 1.091
52 H 3.22916 1.62934 2.18063  C25 1.098
53 H 0.26847 -0.35828 0.33473  O11 0.972
54 H -2.12072 1.49526 5.87724  C21 1.092
55 H 2.47188 -2.08116 5.98707  C24 1.092
56 H 4.49701 -3.50325 -4.44602  C22 1.099
57 H 2.45547 5.09759 -0.26810  C35 1.091
58 H 1.21882 -2.01943 2.62609  N16 1.018
59 H -5.58774 -0.62605 -1.27193  O7 0.965
60 H -1.75618 -1.83408 4.63827  C18 1.097
61 H 0.67462 5.41357 -0.57394  C35 1.084
62 H -1.30405 -2.10569 -2.79417  O2 0.963
63 H -2.57938 0.38594 -2.82522  O13 0.964
64 H 1.64525 0.99727 -1.54626  C36 1.098
65 H 3.08455 2.81705 -0.98367  C26 1.094
66 H -3.29345 -2.57051 0.47409  C27 1.091
67 H -1.43501 5.24690 1.60679  O3 0.960
68 H -3.04982 4.81829 -0.07931  C31 1.100
69 H -2.97496 0.04294 -5.00130  C34 1.091
70 H 0.59521 -1.16515 5.25691  C32 1.096
71 H 2.12820 -1.03892 -2.99624  C29 1.094
72 H 2.85436 3.58352 -2.58883  C26 1.096
73 H -3.84423 -2.64223 -1.22081  C27 1.095
74 H -2.79089 3.52255 1.06185  C31 1.094
75 H -0.91785 -1.99343 -1.32011  O2 0.975
76 H -0.76582 0.46329 -0.48793  O11 0.979
77 H 3.67671 0.58276 -2.44797  N15 1.018
78 H -0.06991 2.80939 -0.52694  O8 0.988
79 H 0.25236 2.50575 2.30913  C28 1.095
80 H -0.99099 -2.27160 2.32914  C17 1.095
81 H -3.42717 -2.70545 -6.11617  O10 0.965
82 H 4.58856 -3.23217 3.93778  C19 1.094
83 H -0.97930 -1.72335 -5.23893  C30 1.094
84 H -2.87209 -0.44906 -0.67528  C33 1.089
85 H 1.02071 1.73247 -2.97917  C36 1.089
86 H -2.73006 -1.02097 3.46565  C18 1.096
87 H 1.93854 5.55249 -1.88657  C35 1.092
88 H -3.47857 0.65853 5.07457  C21 1.091
89 H -2.46126 -0.13334 6.35255  C21 1.095
90 H -4.01006 -0.28605 0.63126  C33 1.099
91 H -2.77249 2.66285 -1.23783  C20 1.092
92 H -5.85501 -2.97896 -0.46368  O4 0.958
93 H 4.49667 -0.99203 -4.06644  C23 1.097
94 H 2.53620 2.32113 0.78768  C25 1.091

=====

[2]
Formula: C20H58N2O14
Source: the Open Molecules 2025 dataset
Level of theory: the ωB97M-V functional and the def2-TZVPD basis

Output
E_HOMO: -9.3 eV
E: -1959.54638 Eh
SMILES: COC[C@H](C)N.COC[C@H](C)N.OCCO.OCCO.OCCO.OCCO.OCCO.OCCO
Energy relative to the best compared isomer or geometry (same formula, charge and spin): 0.189 eV
E_LUMO: 0.213 eV

Each atom is followed by the atoms it is bonded to, with distances in Å.
Positions of all 94 atoms, in Å:
1 O 4.36364 -3.13799 -4.35149  C22 1.431, H55 0.963
2 O 3.53422 -0.63826 -0.08598  C30 1.435, H42 0.974
3 O 3.47566 2.83923 4.04767  C27 1.425, H62 0.964
4 O -1.72120 -1.81125 -5.40128  C23 1.435, H64 0.961
5 O 1.09508 -0.51289 -1.36676  C24 1.437, H91 0.963
6 O 1.72782 -1.99026 -5.88815  C36 1.418, H53 0.960
7 O -2.49266 -4.28360 -4.12902  C18 1.434, H45 0.960
8 O -0.48797 3.64818 2.69877  C32 1.417, C35 1.416
9 O -0.71558 1.84308 0.62230  C28 1.428, H90 0.971
10 O 6.43340 -1.29450 -0.73288  C25 1.431, H57 0.961
11 O 3.93286 -0.33388 -4.84942  C29 1.428, H82 0.973
12 O -4.80419 -0.67251 1.00200  C21 1.419, C34 1.421
13 O 1.55214 0.91796 5.25186  C20 1.441, H75 0.959
14 O 1.93166 -3.05785 -2.78034  C19 1.414, H44 0.973
15 N -1.73542 2.89698 6.04719  C26 1.477, H81 1.017, H89 1.018
16 N -6.53038 -1.67735 2.84877  C33 1.496, H74 1.017, H83 1.018
17 C -3.09417 2.82397 3.96250  C26 1.521, H43 1.096, H77 1.087, H87 1.094
18 C -1.39212 -3.49460 -3.65859  O7 1.434, C23 1.499, H93 1.100, H94 1.097
19 C 3.18936 -3.51367 -2.32149  O14 1.414, C22 1.503, H58 1.102, H71 1.093
20 C 2.21261 0.79797 3.97668  O13 1.441, C27 1.491, H78 1.094, H84 1.095
21 C -5.75644 0.22703 1.54831  O12 1.419, C33 1.511, H56 1.098, H68 1.099
22 C 4.01737 -4.15125 -3.40195  O1 1.431, C19 1.503, H47 1.097, H92 1.097
23 C -1.61716 -2.05002 -3.99051  O4 1.435, C18 1.499, H67 1.093, H76 1.094
24 C -0.01203 0.32705 -1.00266  O5 1.437, C28 1.507, H38 1.098, H79 1.090
25 C 5.83026 -0.05393 -0.35032  O10 1.431, C30 1.500, H60 1.096, H63 1.090
26 C -1.70054 2.83504 4.57167  N15 1.477, C17 1.521, C35 1.515, H85 1.101
27 C 3.56680 1.42043 3.95603  O3 1.425, C20 1.491, H40 1.095, H69 1.089
28 C 0.44154 1.12373 0.19343  O9 1.428, C24 1.507, H48 1.092, H66 1.094
29 C 2.57451 0.06056 -5.04605  O11 1.428, C36 1.505, H72 1.095, H73 1.088
30 C 4.44376 0.12108 -0.89503  O2 1.435, C25 1.500, H46 1.102, H50 1.095
31 C -7.88174 0.37169 2.81471  C33 1.522, H41 1.090, H61 1.092, H65 1.094
32 C 0.34116 4.62610 2.09648  O8 1.417, H49 1.101, H59 1.087, H70 1.090
33 C -6.98144 -0.53779 1.99154  N16 1.496, C21 1.511, C31 1.522, H80 1.099
34 C -3.61728 -0.01192 0.58610  O12 1.421, H39 1.088, H52 1.101, H86 1.089
35 C -0.85772 3.96959 4.02690  O8 1.416, C26 1.515, H37 1.099, H88 1.097
36 C 1.94468 -0.63026 -6.22598  O6 1.418, C29 1.505, H51 1.097, H54 1.096
37 H 0.04498 4.08072 4.64305  C35 1.099
38 H -0.20997 1.00946 -1.83913  C24 1.098
39 H -2.74923 -0.64151 0.77287  C34 1.088
40 H 4.18878 1.01662 4.76217  C27 1.095
41 H -8.86172 -0.07019 2.99455  C31 1.090
42 H 2.69018 -0.64693 -0.57108  O2 0.974
43 H -3.62454 1.92465 4.29586  C17 1.096
44 H 2.15676 -2.66476 -3.64109  O14 0.973
45 H -2.47569 -5.11987 -3.65693  O7 0.960
46 H 4.17892 1.18786 -0.82331  C30 1.102
47 H 3.48937 -4.99171 -3.86866  C22 1.097
48 H 1.26612 1.77937 -0.09406  C28 1.092
49 H -0.24465 5.53529 1.88841  C32 1.101
50 H 4.36672 -0.19373 -1.94112  C30 1.095
51 H 2.63132 -0.55010 -7.07737  C36 1.097
52 H -3.66406 0.13355 -0.50422  C34 1.101
53 H 1.80285 -2.55672 -6.65993  O6 0.960
54 H 1.02934 -0.10878 -6.52794  C36 1.096
55 H 5.03476 -3.52614 -4.92203  O1 0.963
56 H -6.04960 0.96359 0.78840  C21 1.098
57 H 6.72684 -1.20278 -1.64381  O10 0.961
58 H 3.80406 -2.71604 -1.87428  C19 1.102
59 H 0.60407 4.25168 1.11021  C32 1.087
60 H 6.48611 0.77637 -0.63777  C25 1.096
61 H -7.42219 0.55734 3.78806  C31 1.092
62 H 2.89311 3.03876 4.78913  O3 0.964
63 H 5.80625 -0.06569 0.73925  C25 1.090
64 H -1.35450 -2.57528 -5.85522  O4 0.961
65 H -8.01913 1.35374 2.35196  C31 1.094
66 H 0.68557 0.44419 1.01551  C28 1.094
67 H -2.57732 -1.72756 -3.58011  C23 1.093
68 H -5.33403 0.72441 2.43307  C21 1.099
69 H 4.03794 1.20425 2.99815  C27 1.089
70 H 1.16848 4.87787 2.75951  C32 1.090
71 H 3.08804 -4.20650 -1.48204  C19 1.093
72 H 2.01925 -0.21547 -4.14305  C29 1.095
73 H 2.60789 1.12388 -5.27259  C29 1.088
74 H -7.28984 -2.35359 2.87914  N16 1.017
75 H 1.47687 0.06048 5.67452  O13 0.959
76 H -0.83345 -1.41782 -3.56207  C23 1.094
77 H -3.07240 2.81193 2.87553  C17 1.087
78 H 1.53953 1.29356 3.27097  C20 1.094
79 H -0.89753 -0.29319 -0.86521  C24 1.090
80 H -7.51523 -0.90069 1.10266  C33 1.099
81 H -2.19660 2.04321 6.35310  N15 1.017
82 H 4.03932 -1.29659 -4.94113  O11 0.973
83 H -5.79555 -2.15994 2.33530  N16 1.018
84 H 2.22171 -0.26008 3.69577  C20 1.095
85 H -1.21881 1.88632 4.28760  C26 1.101
86 H -3.48445 0.97022 1.03797  C34 1.089
87 H -3.68128 3.66857 4.33388  C17 1.094
88 H -1.44038 4.89861 4.02520  C35 1.097
89 H -0.77231 2.77033 6.35318  N15 1.018
90 H -0.55069 2.34659 1.43626  O9 0.971
91 H 0.87482 -1.19714 -2.00691  O5 0.963
92 H 4.92318 -4.56945 -2.94613  C22 1.097
93 H -1.30110 -3.58970 -2.56666  C18 1.100
94 H -0.45737 -3.91135 -4.05243  C18 1.097

=====

The highest E_HOMO belongs to which entry? number 1

=====

The lowest energy relative to the best compared isomer or geometry (same formula, charge and spin) belongs to which entry? number 2